Entry 1:
{
  "formula": "C5H13N4O",
  "method": "wB97M-V/def2-TZVPD",
  "elements": ["C", "C", "C", "C", "C", "N", "N", "N", "N", "O", "H", "H", "H", "H", "H", "H", "H", "H", "H", "H", "H", "H", "H"],
  "xyz": [[2.0719, 0.2730, -0.2182], [-1.0928, 1.6220, 0.5063], [-0.5691, 0.5407, 1.4772], [-1.3588, 0.8578, -0.7539], [-0.7501, -0.7967, 0.8350], [-1.0599, -0.5041, -0.3754], [2.7505, 1.0972, -0.9962], [-0.4214, -1.9399, 1.4112], [-1.1729, -1.5845, -1.3492], [2.3961, -0.9938, -0.3431], [-2.0120, 2.2362, 0.8049], [-0.3017, 2.3468, 0.3191], [0.4446, 0.6825, 1.7059], [-1.0042, 0.5358, 2.4747], [-2.3592, 1.0133, -1.1731], [-0.6850, 1.1622, -1.4515], [2.6146, 2.1072, -1.0124], [3.3858, 0.7299, -1.7543], [0.0441, -1.8162, 2.2194], [1.9693, -1.4483, 0.3968], [-0.3662, -2.7780, 1.0233], [-0.4178, -1.5721, -2.0221], [-2.1058, -1.7710, -1.7243]],
  "atomic_forces_ev_per_a": [[-1.2, 0.7, 0.6], [-0.8, 1.2, 1.0], [-1.6, 0.2, 1.7], [-1.6, -0.1, 1.2], [0.9, 1.9, 0.1], [-1.9, -3.8, -3.9], [2.4, 2.8, -2.8], [-1.7, 4.3, -0.9], [0.2, 0.4, 1.6], [-0.4, -2.7, 0.8], [1.3, -1.2, 0.1], [-0.1, 0.0, 0.2], [1.8, 0.1, 0.0], [-0.5, 0.1, 0.0], [0.1, -0.6, 0.3], [2.0, 0.5, -2.4], [0.1, -0.8, 0.1], [-1.3, 0.4, 1.4], [1.6, 0.2, 3.6], [0.5, -0.5, -0.2], [-0.1, -4.3, -2.6], [-0.2, 0.3, 0.0], [0.5, 0.7, 0.3]],
  "e_above_lowest_kj_mol": 0.00,
  "spin_multiplicity": 3,
  "charge": 1,
  "gap_ev": [5.537, 9.224]
}



Entry 2:
{
  "formula": "C5H13N5O",
  "method": "wB97M-V/def2-TZVPD",
  "elements": ["C", "C", "C", "C", "C", "H", "H", "H", "H", "H", "H", "H", "H", "H", "H", "H", "H", "H", "N", "N", "N", "N", "N", "O"],
  "xyz": [[-1.9700, 1.6469, 0.2842], [-1.7167, 0.3973, -0.1762], [-2.6880, -0.6540, -0.3153], [2.3575, 0.0866, -0.8930], [4.0283, -0.7855, 0.6178], [-3.3176, 3.0465, 0.8546], [-3.9371, 1.3731, 0.7384], [-1.1763, 2.4028, 0.3172], [-0.7061, 0.1980, -0.4939], [-2.2873, -1.5887, -0.7276], [-4.2336, -2.5904, -0.5091], [-5.5407, -1.5479, -0.8269], [1.5553, -0.2855, -0.2362], [2.0499, 1.0255, -1.3679], [2.5756, -0.6566, -1.6659], [4.5911, 1.8344, -0.3139], [5.1055, -0.7463, 0.7476], [3.8447, -2.3932, 1.5869], [-3.1559, 2.0344, 0.8130], [-3.9507, -0.5955, -0.0509], [-4.6983, -1.7144, -0.2905], [3.5186, 0.3091, -0.0315], [3.2782, -1.7279, 1.0626], [4.5582, 0.9550, -0.7158]],
  "atomic_forces_ev_per_a": [[0.2, -0.4, 0.1], [0.1, 0.8, 0.2], [-0.5, -0.7, 0.0], [-0.3, 0.0, 0.4], [-0.6, -1.4, 1.0], [-0.2, -1.0, 0.1], [0.4, 0.5, -0.1], [-0.3, -0.3, -0.1], [0.0, -0.2, -0.1], [-0.1, 0.0, 0.0], [0.3, 0.3, -0.3], [0.3, 0.1, 0.2], [0.3, 0.1, -0.4], [0.2, -0.2, 0.3], [0.0, 0.0, 0.0], [0.0, -0.2, -0.1], [0.1, 0.2, 0.0], [-0.1, 0.1, -0.2], [-0.4, 0.8, -0.1], [1.0, 0.8, -0.5], [-0.8, -0.7, 0.4], [-0.3, 0.1, -0.4], [0.6, 0.7, -0.4], [0.2, 0.6, -0.3]],
  "smiles": "[H]/N=C/N(C)O.N/C=C\\C=N\\N",
  "e_above_lowest_kj_mol": 0.00,
  "charge": 0,
  "gap_ev": 8.077
}